A single C3H5ClO molecule, computed with ωB97M-V/def2-TZVPD.

Cartesian coordinates (Å):
C -0.180 -0.446 0.480
C 0.039 0.922 0.019
C 0.790 -0.211 -0.432
H -2.155 -0.680 0.075
H -0.033 -0.541 1.525
H 0.322 1.776 0.761
H -0.441 1.223 -0.979
H 0.479 -0.498 -1.371
O -1.289 -1.032 -0.117
Cl 2.469 -0.513 0.039

Summary:
Strongest force on any atom (eV Å⁻¹): 6.1
Multiplicity: 1
Energy above the lowest of the compared OMol25 structures with the same formula, charge and spin (kcal per mole): 50.53
Structure (SMILES): O[C@@H]1C[C@H]1Cl
Calculated total energy (a.u.): -652.65278
LUMO (eV): 0.896
Molar mass (g mol⁻¹): 92.53

---

A single C3H5ClO4S molecule, computed with ωB97M-V/def2-TZVPD.

Cartesian coordinates (Å):
C 1.630 -0.916 0.679
C 1.391 0.323 0.329
C 0.412 0.598 -0.773
O -1.536 -0.155 0.908
O -0.928 2.263 0.686
O -2.283 1.065 -1.084
O -1.356 -2.079 -0.720
S -1.171 1.105 -0.151
Cl -2.297 -1.490 0.277
H 2.325 -1.114 1.562
H 1.027 -1.648 0.259
H 1.772 1.059 0.975
H 0.414 -0.344 -1.419
H 0.599 1.332 -1.527

Summary:
Strongest force on any atom (eV Å⁻¹): 2.9
Multiplicity: 1
Energy above the lowest of the compared OMol25 structures with the same formula, charge and spin (kcal per mole): 111.72
Calculated total energy (a.u.): -1276.42098
LUMO (eV): -0.310
Molar mass (g mol⁻¹): 172.59

---

A single C3H5ClS molecule, computed with ωB97M-V/def2-TZVPD.

Cartesian coordinates (Å):
C -1.036 -1.794 -0.724
C -0.593 -0.660 0.113
C 0.946 1.521 0.289
S -0.289 0.864 -0.797
Cl -0.196 -0.898 1.727
H -1.242 -2.833 -0.418
H -1.060 -1.431 -1.819
H 1.599 0.965 0.953
H 0.247 2.057 0.933
H 1.624 2.209 -0.258

Summary:
Strongest force on any atom (eV Å⁻¹): 7.1
Multiplicity: 1
Energy above the lowest of the compared OMol25 structures with the same formula, charge and spin (kcal per mole): 29.28
Structure (SMILES): C=C(Cl)SC
Calculated total energy (a.u.): -975.61006
LUMO (eV): 0.726
Molar mass (g mol⁻¹): 108.59

---

A molecular structure, C3H5ErO3, computed with ωB97M-V/def2-TZVPD.

Cartesian coordinates (Å):
H 2.092 -2.409 0.310
O -1.172 -1.046 0.098
C 0.005 -1.074 0.705
C -1.448 0.221 -0.548
O 2.030 -1.594 -0.191
O 0.439 0.242 0.784
C -0.439 1.161 0.078
Er 2.996 0.274 0.531
H -2.487 0.487 -0.333
H -1.281 0.093 -1.624
H -0.785 1.848 0.857
H 0.049 1.796 -0.667

Summary:
Strongest force on any atom (eV Å⁻¹): 4.4
Multiplicity: 5
Energy above the lowest of the compared OMol25 structures with the same formula, charge and spin (kcal per mole): 13.84
Calculated total energy (a.u.): -1357.69653
Total charge: +1
LUMO (spin up / spin down) (eV): -4.631 / -5.619
Molar mass (g mol⁻¹): 256.33

---

A molecular structure, C3H5EuLiO3, computed with ωB97M-V/def2-TZVPD.

Cartesian coordinates (Å):
H -2.113 -2.056 -0.658
O 1.134 -0.533 0.874
C 1.106 0.635 0.089
C -0.274 1.082 -0.344
O -0.848 0.207 -1.359
C -1.716 -0.702 -1.135
O -1.768 -1.213 0.083
Li 2.864 -1.066 1.156
Eu -0.463 -1.585 1.821
H 1.722 0.501 -0.817
H 1.529 1.489 0.647
H -0.196 2.050 -0.849
H -0.977 1.191 0.493

Summary:
Strongest force on any atom (eV Å⁻¹): 3.4
Multiplicity: 8
Energy above the lowest of the compared OMol25 structures with the same formula, charge and spin (kcal per mole): 79.93
Calculated total energy (a.u.): -1060.20782
Total charge: +2
LUMO (spin up / spin down) (eV): -8.555 / -8.491
Molar mass (g mol⁻¹): 247.98

---

A single C3H5F molecule, computed with ωB97M-V/def2-TZVPD.

Cartesian coordinates (Å):
C 0.764 -0.677 0.012
C -0.149 0.502 0.524
C -1.391 0.363 -0.268
F -2.421 -0.340 0.143
H 1.448 -0.655 -0.867
H 0.358 -1.684 0.184
H -0.415 0.311 1.663
H 0.124 1.500 0.370
H -1.202 0.265 -1.326

Summary:
Strongest force on any atom (eV Å⁻¹): 4.1
Multiplicity: 1
Energy above the lowest of the compared OMol25 structures with the same formula, charge and spin (kcal per mole): 74.09
Calculated total energy (a.u.): -217.02010
LUMO (spin up / spin down) (eV): 0.623 / 0.235
Molar mass (g mol⁻¹): 60.07

---

2 unconnected molecules or ions with the total composition C3H5F2N, computed with ωB97M-V/def2-TZVPD.

Cartesian coordinates (Å):
C 1.838 0.389 -0.214
C 1.220 1.369 0.374
C -1.451 0.076 0.003
N -0.937 -1.262 -0.007
F -2.310 0.338 0.978
F -1.870 0.290 -1.287
H 2.867 0.448 -0.534
H 1.100 -0.353 -0.714
H 1.353 2.254 1.016
H -0.612 -1.436 0.920
H -1.199 -2.112 -0.535

Summary:
Strongest force on any atom (eV Å⁻¹): 4.1
Multiplicity: 1
Energy above the lowest of the compared OMol25 structures with the same formula, charge and spin (kcal per mole): 104.26
Calculated total energy (a.u.): -371.60224
LUMO (spin up / spin down) (eV): 0.160 / 0.429
Molar mass (g mol⁻¹): 93.08

---

A single C3H5FI2S molecule, computed with ωB97M-V/def2-TZVPD.

Cartesian coordinates (Å):
C 0.116 -0.848 0.100
C 1.364 0.121 0.234
C -1.315 -0.075 0.149
F -1.526 0.692 1.234
S -1.106 1.471 -1.261
I 3.025 -0.877 -0.684
I -2.936 -1.344 -0.380
H 0.225 -1.445 -0.862
H 0.100 -1.452 1.103
H 1.729 0.505 1.209
H 1.188 0.872 -0.538
H -0.863 2.381 -0.304

Summary:
Strongest force on any atom (eV Å⁻¹): 4.3
Multiplicity: 1
Energy above the lowest of the compared OMol25 structures with the same formula, charge and spin (kcal per mole): 9.58
Structure (SMILES): F[C@](S)(I)CCI
Calculated total energy (a.u.): -1210.68887
LUMO (eV): -0.165
Molar mass (g mol⁻¹): 345.95

---

2 unconnected molecules or ions with the total composition C3H5FN2O5, computed with ωB97M-V/def2-TZVPD.

Cartesian coordinates (Å):
C -0.899 -1.133 -1.335
C -0.629 -0.301 -0.109
C 0.589 0.577 -0.208
N 0.352 1.093 2.107
N 1.931 0.094 -0.263
O 0.123 0.092 2.627
O 1.973 -1.111 -0.045
O 0.500 2.215 2.227
O 2.837 0.859 -0.408
O -1.667 0.532 0.354
F 0.355 1.865 -0.704
H -1.898 -1.497 -1.263
H -0.573 -0.758 -2.277
H -0.173 -1.885 -1.239
H -0.440 -0.971 0.870
H -2.383 0.327 -0.334

Summary:
Strongest force on any atom (eV Å⁻¹): 5.4
Multiplicity: 1
Energy above the lowest of the compared OMol25 structures with the same formula, charge and spin (kcal per mole): 59.69
Calculated total energy (a.u.): -702.57085
LUMO (spin up / spin down) (eV): -1.085 / -1.586
Molar mass (g mol⁻¹): 168.08

---

A single C3H5FN2S molecule, computed with ωB97M-V/def2-TZVPD.

Cartesian coordinates (Å):
C 0.829 -0.879 0.481
C -0.639 -0.921 0.432
C 0.204 1.525 -1.072
H 1.083 -1.817 1.072
H 1.204 -0.095 0.989
H -2.108 0.646 0.856
H -0.160 0.895 -1.846
H 0.860 2.432 -1.291
N -1.204 0.349 0.285
N -0.215 1.349 0.070
F 1.530 -1.115 -0.884
S -1.385 -2.369 0.908

Summary:
Strongest force on any atom (eV Å⁻¹): 6.8
Multiplicity: 1
Energy above the lowest of the compared OMol25 structures with the same formula, charge and spin (kcal per mole): 71.82
Structure (SMILES): C=NNC(=S)CF
Calculated total energy (a.u.): -724.75218
LUMO (eV): -0.470
Molar mass (g mol⁻¹): 120.15

---

A single C3H5FN4 molecule, computed with ωB97M-V/def2-TZVPD.

Cartesian coordinates (Å):
C -1.197 0.569 0.412
C 0.116 -0.040 0.229
C 1.321 0.558 0.043
H -2.027 0.076 -1.402
H -2.286 -1.018 -0.148
H -1.083 1.600 0.063
H -1.483 0.511 1.459
H 3.145 -0.496 -0.221
N -2.237 -0.006 -0.383
N 0.303 -1.435 0.215
N 1.509 -1.647 -0.033
N 2.165 -0.477 -0.157
F 1.755 1.805 -0.078

Summary:
Strongest force on any atom (eV Å⁻¹): 2.8
Multiplicity: 1
Energy above the lowest of the compared OMol25 structures with the same formula, charge and spin (kcal per mole): 27.29
Structure (SMILES): NCc1nn[nH]c1F
Calculated total energy (a.u.): -436.15313
LUMO (eV): 0.725
Molar mass (g mol⁻¹): 116.10

---

A single C3H5FO2 molecule, computed with ωB97M-V/def2-TZVPD.

Cartesian coordinates (Å):
C -0.420 -1.145 -0.432
C -0.705 0.204 0.109
C 0.570 0.885 0.642
H 0.895 -0.389 -1.444
H -1.266 0.765 -0.595
H -1.286 0.094 1.126
H 0.361 1.625 1.589
H 1.171 -0.078 0.924
O 0.721 -1.301 -1.125
O -1.205 -2.040 -0.199
F 1.165 1.380 -0.596

Summary:
Strongest force on any atom (eV Å⁻¹): 4.3
Multiplicity: 1
Energy above the lowest of the compared OMol25 structures with the same formula, charge and spin (kcal per mole): 21.81
Structure (SMILES): O=C(O)CCF
Calculated total energy (a.u.): -367.62249
LUMO (eV): 0.710
Molar mass (g mol⁻¹): 92.07